[1]
# C28H49N2OP3PrS

A molecular structure, C28H49N2OP3PrS (ωB97M-V/def2-TZVPD, OMol25).

max |F| = 2.86 eV/Å
expectation value of S² = 2.003
multiplicity = 3
gap between HOMO and LUMO (spin up / spin down) = 4.35 / 4.55 eV
E_HOMO (spin up / spin down) = -13.96 / -13.96 eV
charge = +3

Last column: Mulliken charge in e.
Atoms and positions in Å:
Pr  0.063  -0.225  -0.137  0.075
P  -1.833  1.999  -0.179  0.736
P  -2.353  -1.669  0.885  0.745
P  1.674  1.422  -1.833  1.107
H  -1.213  -2.445  -2.064  0.422
C  -0.158  -2.139  -2.135  -0.591
C  0.798  -2.618  -1.267  -0.704
H  0.556  -3.355  -0.485  0.379
C  -2.961  2.014  -1.631  -1.195
C  -3.002  2.149  1.220  -1.168
C  -1.115  3.678  -0.219  -1.110
C  -2.107  -3.476  1.006  -1.136
C  -2.842  -1.330  2.630  -0.776
C  -3.973  -1.597  0.040  -1.310
C  2.995  0.355  -2.514  -1.181
C  2.622  2.842  -1.198  -1.278
C  0.813  2.120  -3.282  -1.128
H  0.106  -1.504  -2.999  0.457
H  1.867  -2.376  -1.390  0.429
H  -3.603  2.906  -1.565  0.451
H  -3.570  1.098  -1.625  0.324
H  -2.359  2.042  -2.552  0.339
H  -3.533  3.108  1.128  0.536
H  -2.434  2.132  2.163  0.296
H  -3.721  1.318  1.221  0.318
H  -1.943  4.401  -0.218  0.531
H  -0.491  3.820  -1.111  0.313
H  -0.493  3.827  0.677  0.261
H  -3.079  -3.969  1.166  0.449
H  -1.439  -3.711  1.850  0.279
H  -1.656  -3.857  0.079  0.354
H  -3.782  -1.848  2.863  0.540
H  -2.977  -0.253  2.775  0.236
H  -2.056  -1.682  3.308  -0.097
H  -4.635  -2.361  0.476  0.484
H  -3.831  -1.816  -1.030  0.374
H  -4.439  -0.606  0.139  0.354
H  3.578  0.938  -3.241  0.452
H  2.567  -0.530  -3.013  0.211
H  3.651  0.013  -1.696  0.435
H  3.182  3.272  -2.042  0.464
H  3.320  2.492  -0.421  0.408
H  1.942  3.588  -0.761  0.337
H  1.559  2.638  -3.901  0.596
H  0.025  2.824  -2.976  0.286
H  0.342  1.317  -3.867  -0.064
C  2.006  -0.884  -7.123  0.723
C  1.328  -0.547  -8.309  -0.393
C  1.178  -1.498  -9.321  -0.474
C  1.742  -2.771  -9.193  -0.464
C  2.474  -3.087  -8.044  -0.482
C  2.627  -2.146  -7.032  -0.540
S  2.167  0.165  -5.757  -0.240
H  0.980  0.864  -5.709  0.128
H  0.902  0.447  -8.405  0.376
H  0.604  -1.253  -10.217  0.363
H  1.616  -3.514  -9.982  0.380
H  2.919  -4.075  -7.929  0.364
H  3.197  -2.383  -6.137  0.323
C  1.028  1.393  6.622  -0.990
N  0.910  1.459  5.182  -0.047
N  0.777  0.371  4.369  0.494
C  0.840  0.791  3.071  0.426
O  0.674  -0.001  2.060  -0.203
C  1.094  2.188  3.107  -0.683
C  1.111  2.565  4.434  0.614
C  1.268  3.911  5.030  -1.757
C  0.453  -0.943  4.850  0.230
C  -0.462  -1.120  5.890  -0.001
C  -0.829  -2.405  6.283  -0.806
C  -0.314  -3.523  5.613  -0.562
C  0.598  -3.337  4.563  -0.869
C  1.007  -2.056  4.202  -0.217
H  1.670  0.565  6.956  0.388
H  0.049  1.308  7.114  0.363
H  1.487  2.331  6.955  0.354
H  1.210  2.789  2.222  0.492
H  0.412  4.201  5.658  0.402
H  2.187  4.031  5.623  0.406
H  1.321  4.639  4.211  0.367
H  -0.907  -0.254  6.382  0.353
H  -1.523  -2.527  7.115  0.425
H  -0.617  -4.530  5.916  0.450
H  0.990  -4.204  4.026  0.488
H  1.762  -1.905  3.428  0.582

***

[2]
# C3H5N2O2

A gas-phase ion, C3H5N2O2 (charge +1) (ωB97M-V/def2-TZVPD, OMol25).

max |F| = 4.54 eV/Å
SMILES = [H]/N=C\OC=[N+]=CO
energy above the lowest of the compared OMol25 structures with the same formula, charge and spin = 55.6 kcal/mol
gap between HOMO and LUMO = 10.21 eV
E_HOMO = -15.18 eV
charge = +1

Last column: Mulliken charge in e.
Atoms and positions in Å:
H  2.309  1.244  1.047  0.308
N  1.815  1.367  0.149  -0.333
C  1.435  0.457  -0.511  -0.044
O  1.565  -0.959  -0.050  -0.244
C  0.401  -1.369  0.152  0.177
N  -0.551  -0.502  -0.079  -0.306
C  -1.582  0.084  0.373  0.300
O  -2.548  0.575  -0.290  -0.400
H  1.103  0.687  -1.567  0.422
H  0.105  -2.338  0.534  0.412
H  -1.628  0.072  1.567  0.293
H  -2.425  0.681  -1.326  0.415

***

[3]
# C2H5N3OS2

A single C2H5N3OS2 molecule (ωB97M-V/def2-TZVPD, OMol25).

max |F| = 1.68 eV/Å
SMILES = NN(C=S)C(=O)NS
energy above the lowest of the compared OMol25 structures with the same formula, charge and spin = 24.7 kcal/mol
gap between HOMO and LUMO = 8.96 eV
E_HOMO = -9.06 eV

Last column: Mulliken charge in e.
Atoms and positions in Å:
N  1.339  1.426  0.276  -0.747
N  0.700  0.231  -0.079  0.394
C  1.452  -0.890  -0.304  -0.083
S  3.066  -1.009  -0.148  -0.368
C  -0.689  0.360  -0.110  0.517
O  -1.204  1.389  -0.483  -0.536
N  -1.383  -0.811  0.142  -0.346
S  -3.017  -0.924  -0.159  -0.144
H  2.368  1.306  0.249  0.235
H  1.019  2.146  -0.417  0.240
H  0.882  -1.764  -0.503  0.368
H  -1.019  -1.484  0.802  0.319
H  -3.515  0.023  0.734  0.149

***

[4]
# C4H11N2

A gas-phase ion, C4H11N2 (charge +1) (ωB97M-V/def2-TZVPD, OMol25).

max |F| = 2.82 eV/Å
SMILES = C=C(N)CC[NH3+]
energy above the lowest of the compared OMol25 structures with the same formula, charge and spin = 41.4 kcal/mol
gap between HOMO and LUMO = 10.08 eV
E_HOMO = -13.44 eV
charge = +1

Last column: Mulliken charge in e.
Atoms and positions in Å:
C  -0.775  -2.236  -0.115  -0.826
C  -0.412  -0.970  -0.260  0.454
N  -0.055  -0.383  -1.562  -0.629
C  -0.794  0.124  0.702  -0.543
C  0.470  0.895  1.094  -0.712
N  1.072  1.602  -0.091  -0.299
H  -1.224  -2.443  0.861  0.229
H  -0.397  -3.164  -0.520  0.339
H  0.448  -1.067  -2.129  0.245
H  -0.920  -0.327  -2.095  0.278
H  -1.124  -0.283  1.650  0.334
H  -1.449  0.892  0.307  0.291
H  1.169  0.272  1.645  0.363
H  0.264  1.721  1.779  0.388
H  1.164  0.964  -0.904  0.369
H  1.983  2.004  0.145  0.371
H  0.579  2.399  -0.507  0.349